Entry 1:
62
Properties=species:S:1:pos:R:3:forces:R:3 method="wB97M-V/def2-TZVPD" lumo_energy_ev="-0.94 / -6.54" s_squared=0.76 energy_ha=-1604.3186 multiplicity=2 total_charge=0 homo_energy_ev="-11.48 / -11.48" relative_energy_ev=3.6302
O 3.442 -2.646 2.661 -0.194 0.618 2.826
O 0.378 -0.318 -0.466 -1.736 3.693 0.348
H 3.919 2.000 3.565 0.099 0.000 0.029
O -0.772 1.868 5.029 -2.235 0.873 1.315
H 0.604 -0.165 2.010 -0.044 0.280 -0.082
H -2.276 3.997 0.056 -1.922 -1.592 -1.048
O -1.180 -2.775 3.080 1.109 0.068 -0.326
H -0.790 3.535 -3.020 -1.143 -0.529 -1.223
H -0.011 1.549 4.579 0.437 0.138 -1.425
H -4.085 0.069 -0.872 0.308 -0.201 -0.031
H -2.388 -1.952 -2.122 0.131 -0.438 0.885
H -2.278 3.354 -3.059 -1.051 0.120 0.348
H 3.987 1.003 0.224 -0.091 -0.623 -0.489
H -2.720 -2.378 1.496 -0.880 -1.031 0.279
O -3.168 0.245 -0.595 0.033 -0.187 0.356
H 2.355 -1.292 -2.477 -2.198 -0.254 -0.575
H -2.108 3.261 1.140 -2.289 -1.760 -1.168
H 3.242 2.613 2.281 1.318 0.822 3.361
H -0.448 -3.084 2.494 -1.130 -0.854 0.387
O -1.536 3.281 -3.640 1.681 0.116 0.453
H 2.352 -4.010 -0.835 -0.413 0.876 -0.678
H 1.323 0.924 -1.381 1.144 0.775 0.313
H -0.099 0.552 0.096 2.023 -3.983 -2.757
H -2.421 -3.024 -0.937 -0.990 0.375 0.165
H -2.476 -1.489 0.480 -0.229 1.331 -1.134
H 1.018 2.942 -1.684 1.309 -0.426 -1.577
H -1.481 2.362 4.544 1.808 -1.004 0.071
H 0.510 -1.031 0.139 -0.801 -1.277 0.755
O 0.164 3.353 -1.606 -0.934 -0.051 2.365
H -1.125 -0.697 -3.647 -0.017 -1.093 1.927
O 1.557 -3.471 -0.718 0.067 -2.211 2.709
H -0.849 -1.876 2.998 -0.689 0.761 0.789
O 2.867 -0.635 0.592 0.204 -0.761 -1.391
H 2.006 2.269 -0.720 0.753 -2.194 -0.912
H -0.006 2.927 -0.656 -0.516 1.233 -0.947
O 0.753 0.789 2.109 -0.058 0.962 -1.207
O 1.514 -1.655 -2.898 2.548 -0.453 -0.179
H 2.066 -0.484 0.057 0.610 -0.094 -0.358
O -2.735 3.108 0.311 3.944 3.603 2.201
O -3.113 -2.187 0.616 0.747 -0.334 1.459
H -4.219 -1.964 -2.253 2.978 -2.293 -2.565
O -2.085 -2.822 -1.810 0.908 0.047 -1.392
H 0.612 1.255 1.186 0.793 -1.256 2.938
H 5.104 1.787 -0.509 -0.274 -0.131 0.233
O 4.643 1.690 0.335 0.355 0.707 0.189
H 3.349 -3.383 2.093 0.160 -0.073 -1.553
O 2.119 1.532 -1.405 -0.780 1.214 0.853
O -1.156 0.094 -4.119 -0.144 3.029 -2.213
O -4.802 -1.591 -1.695 -4.481 3.025 0.432
H -1.114 -2.672 0.101 0.714 0.135 0.559
O -0.377 -2.524 0.732 -0.431 0.131 -0.662
H -1.263 1.004 -3.737 0.115 -1.725 0.222
H 1.336 -2.785 -1.298 0.740 1.009 -2.489
H -2.939 1.014 -1.095 0.131 0.852 -0.509
O -0.333 1.959 0.281 1.566 1.297 0.284
H -4.614 -1.761 -0.809 0.833 -1.112 2.142
H 3.669 -1.770 2.353 0.020 -0.727 -1.211
H -1.197 1.679 0.055 -2.839 -0.032 -0.313
O 3.548 2.839 3.271 -1.303 -0.781 -3.386
H 2.659 -0.068 1.300 -0.159 1.152 1.900
H 0.361 -2.948 0.279 0.748 -0.777 -0.034
H 0.706 -1.394 -2.484 -0.362 1.015 0.743


Entry 2:
63
Properties=species:S:1:pos:R:3:forces:R:3 method="wB97M-V/def2-TZVPD" lumo_energy_ev=-0.63 energy_ha=-1605.1456 total_charge=0 homo_energy_ev=-9.70 relative_energy_ev=7.5793
O 0.267 2.082 -3.022 -0.327 0.557 -0.326
O -4.583 -0.694 -2.268 -0.555 0.110 0.171
H 5.043 0.669 1.460 -0.137 0.369 0.097
H 1.442 -0.162 -0.870 -0.391 0.417 0.171
H -4.741 -1.583 0.855 0.035 -0.349 -0.202
O -1.087 -3.037 0.633 0.263 0.441 -0.716
H -0.611 -3.049 2.558 0.080 -0.401 -0.528
H 0.344 2.626 -3.813 0.115 -0.300 -0.204
H -3.969 -0.341 -1.618 0.375 -0.112 -0.120
H -3.504 2.717 -0.172 0.436 0.982 -0.089
H 3.024 -0.828 2.311 0.264 0.974 -0.842
O 4.110 0.330 -2.676 -0.352 -0.090 -0.599
H 4.939 0.784 -2.483 -0.143 -0.069 -0.096
H -5.084 0.415 1.908 0.062 0.134 0.195
O 2.560 -3.488 1.889 -1.042 -0.069 -0.336
H 1.890 2.996 1.080 1.733 -0.143 0.445
H 0.214 -1.533 -4.657 0.679 0.434 -0.249
O -0.272 -3.011 3.454 0.054 0.677 0.654
O 2.763 2.681 0.692 -2.894 0.171 -0.175
O -4.827 0.317 2.833 1.434 -0.702 -0.273
O -2.397 1.888 1.843 -0.548 0.224 0.372
O -3.874 -1.961 0.669 0.453 0.312 0.381
H -2.828 4.046 0.375 -0.397 -0.680 -0.360
H 0.114 4.263 1.899 0.538 -0.207 0.957
O -0.161 3.410 2.297 -0.951 1.105 -2.551
H 1.886 -2.805 2.043 0.290 0.621 0.467
H -0.894 3.288 1.619 0.664 -0.697 1.532
H 2.552 -1.905 4.130 -0.260 -0.230 -0.216
H 0.217 -3.709 -3.153 0.358 0.707 0.276
H -0.043 2.718 -2.367 -0.009 -0.026 0.176
O 4.437 0.239 0.856 -0.774 -0.146 -0.515
H 1.897 -2.490 0.205 -1.053 0.237 0.679
H 0.785 0.954 -1.826 1.191 -0.087 0.064
O 0.341 -2.999 -2.494 -0.977 -0.757 -0.195
O -0.911 4.920 -1.529 0.142 0.591 0.976
H 3.661 0.836 0.723 1.125 -0.178 0.465
H -0.510 4.940 -2.393 -0.081 -0.548 -0.203
H -1.445 -0.733 -1.718 -0.177 0.999 0.979
H -2.636 1.599 0.958 0.782 -0.485 0.195
H 2.342 -1.883 -0.921 -0.116 0.603 -0.873
H -1.234 4.071 -1.191 -0.100 0.062 -0.863
O 1.084 -1.130 -4.859 -0.668 -0.456 0.280
H -0.651 0.494 -1.285 -0.551 -0.295 0.801
H -3.905 -2.466 -0.144 -0.503 -0.028 -0.189
O -1.487 0.031 -1.081 -0.111 -1.132 -1.345
O 1.136 0.767 -0.936 0.013 0.185 -0.028
H 1.957 -4.243 1.812 0.511 -0.332 -0.034
O 2.094 -0.623 2.405 -1.780 -0.070 -0.459
H -3.858 0.061 2.788 -1.665 0.603 0.086
H 1.375 -0.971 4.453 -0.177 -0.157 -0.455
O 1.507 -1.846 -0.427 1.812 -0.869 0.207
O 2.252 -1.224 4.723 0.670 -0.131 2.022
H 1.238 -0.509 -4.140 -0.046 0.215 -0.011
H -4.108 -1.294 -2.843 0.289 -0.011 -0.025
O -2.803 3.378 -0.337 -0.346 0.067 0.014
H -0.721 -2.523 -0.106 0.798 -0.536 0.072
H 2.272 2.240 -0.036 0.975 -0.268 -0.332
H 3.959 0.397 -3.638 0.394 0.061 0.688
H 1.695 0.032 1.805 1.224 -0.519 -0.017
H -1.587 1.463 2.130 0.144 -0.395 -0.201
H -1.847 -2.478 0.772 -1.046 0.133 0.754
H 0.946 -2.343 -2.836 0.341 -0.244 -0.375
H 0.236 -3.793 3.662 -0.067 -0.273 -0.173


Entry 3:
64
Properties=species:S:1:pos:R:3:forces:R:3 method="wB97M-V/def2-TZVPD" lumo_energy_ev="-0.05 / -0.15" s_squared=0.75 energy_ha=-1605.6941 multiplicity=2 total_charge=0 homo_energy_ev="-2.49 / -11.33" relative_energy_ev=0.0000
H 2.388 -1.233 4.478 0.199 0.091 0.011
H 1.425 -1.337 0.211 0.491 0.555 -0.004
O 2.010 -1.763 0.856 -0.552 -0.407 0.117
O 4.126 -0.085 2.511 -0.520 -0.146 0.968
H 1.799 2.720 -2.719 0.388 0.503 -0.518
O 1.116 -5.017 1.439 -0.312 -0.544 0.366
H -1.391 4.327 -0.431 0.672 0.323 0.985
H -1.293 -1.281 1.933 -0.031 0.223 0.091
H -5.061 -1.138 0.451 -0.191 -0.051 -0.001
H 3.579 -0.374 1.776 0.241 0.082 -0.550
H 1.626 -1.502 -1.618 0.124 0.191 0.209
O -0.731 0.542 -1.362 -0.867 -0.450 -0.750
H 1.747 1.353 -0.210 0.036 0.259 -0.294
O -4.165 -0.852 0.644 0.191 0.014 0.156
H -1.253 2.566 -3.729 -0.031 0.011 0.040
O -3.583 -0.629 -1.939 0.698 0.428 -1.099
H -0.634 2.959 0.302 -0.088 1.388 0.244
O -0.643 -1.938 4.637 0.149 -0.593 -0.252
H 2.732 2.969 -0.294 -0.192 0.336 0.109
H 3.421 3.018 -2.554 -0.253 0.347 -0.873
H 2.272 0.750 -1.580 -0.025 0.504 0.372
H 4.986 0.210 2.222 0.086 -0.016 -0.515
O 2.617 2.626 -2.208 0.053 -0.733 0.970
H 0.661 1.928 1.402 -0.144 0.044 0.349
H -3.762 0.285 -2.225 -0.324 0.309 0.937
O -1.589 -1.291 -3.122 0.120 1.502 -0.053
O -0.065 1.307 1.213 0.272 0.287 0.239
H 0.145 -0.843 -4.867 0.480 0.373 -0.202
H -0.937 -2.622 1.385 -0.361 0.579 -0.202
O -1.513 -3.852 2.519 -0.294 -0.348 -0.429
O 0.531 3.783 3.040 -0.690 -0.465 -1.306
H -3.753 2.779 -1.217 0.037 0.040 0.106
O -3.210 1.986 -1.201 0.329 -0.219 -0.036
H -0.818 1.424 -2.768 0.092 0.051 0.165
H 1.680 -4.304 1.157 0.356 0.430 -0.343
H 1.304 -2.181 1.371 0.104 -0.106 0.398
O -1.180 3.398 -0.372 -0.224 -1.513 -1.062
O 2.258 3.432 0.425 0.149 -0.197 0.246
H -2.326 2.296 -0.847 -1.193 0.447 -0.443
H -1.142 1.005 -0.634 0.190 -0.145 0.629
H 2.166 4.328 0.073 -0.156 -0.011 -0.038
H -1.737 -4.745 2.236 -0.006 -0.039 0.194
H -0.835 -3.936 3.193 0.122 0.004 0.428
H -1.198 -0.591 -3.717 -0.460 -0.706 -0.415
H 0.292 0.450 1.478 -0.095 -0.193 -0.028
O 1.373 -1.706 -2.521 -0.422 0.098 -0.101
O -0.909 1.667 -3.711 -0.019 0.209 -0.450
H -0.559 0.500 -5.315 0.423 -0.129 0.328
H 2.145 -2.166 -2.851 0.238 -0.293 -0.348
H -2.469 -0.669 -2.584 -0.054 -2.011 0.425
H -0.996 -1.058 4.751 0.142 0.318 0.009
O -0.500 -0.456 -5.467 -0.420 -0.206 -0.274
H -3.838 -1.454 1.321 0.098 -0.011 -0.058
H 0.577 4.006 3.955 0.546 0.299 0.749
O 2.020 -1.954 3.958 -0.155 -0.084 0.183
H 0.232 -4.807 1.125 0.116 0.131 -0.141
O 1.872 0.543 -0.717 0.165 -1.261 -0.093
H -3.406 -0.633 -0.968 -0.347 0.312 -0.062
H 2.506 -1.917 3.131 0.223 0.103 -0.182
O -0.984 -1.675 1.109 0.341 -0.449 0.028
H 0.102 0.193 -1.036 0.694 0.384 0.338
H -0.887 -1.355 -2.448 -0.065 -0.259 0.168
H 0.292 -1.883 4.346 -0.352 0.264 0.161
H 1.371 3.893 2.583 0.279 0.149 0.401